Record 1
Molecular formula: C46H119AsF9N7O18S
Method: DFT, ωB97M-V/def2-TZVPD

For the frontier orbital gap, the calculation gives 7.8583 eV. Its total charge is +4. As for the calculated total energy: -193007.2753 eV. The value obtained for the HOMO energy is -16.06 eV. The value obtained for the LUMO energy is -8.2051 eV.

Last column: Mulliken charge in e.
Element x y z (Å)
C: -8.476 0.770 -4.656  0.59
C: -7.002 0.366 -5.102  0.65
C: -6.257 1.496 -5.793  -0.30
O: -6.288 -0.357 -4.157  0.65
H: -8.996 -0.163 -4.439  -0.63
H: -8.941 1.440 -5.379  -0.41
H: -8.286 1.309 -3.728  -0.30
H: -7.182 -0.375 -5.880  -0.60
H: -6.815 2.195 -6.416  -0.17
H: -5.396 1.065 -6.303  -0.33
H: -5.914 2.171 -5.008  0.06
C: -11.774 1.570 -4.651  0.61
O: -13.044 1.837 -4.109  0.39
C: -13.920 2.512 -5.038  1.36
C: -14.644 3.626 -4.349  -1.09
N: -14.941 3.216 -2.876  0.13
H: -14.022 3.133 -2.465  -0.06
H: -15.331 4.045 -2.452  0.49
C: -15.676 1.893 -2.431  -0.18
C: -15.683 1.573 -0.952  -0.66
O: -16.281 2.691 -0.273  -0.38
C: -16.191 2.641 1.219  -0.80
H: -11.739 0.873 -5.488  0.06
H: -11.175 1.080 -3.883  -0.41
H: -11.184 2.430 -4.970  -0.21
H: -14.722 1.855 -5.374  0.42
H: -13.418 2.785 -5.966  -1.36
H: -15.554 3.844 -4.907  0.51
H: -14.040 4.531 -4.299  0.12
H: -15.231 1.113 -3.048  0.12
H: -16.732 2.087 -2.620  0.38
H: -14.696 1.340 -0.552  0.39
H: -16.303 0.677 -0.947  0.48
H: -16.465 3.547 1.760  0.31
H: -15.244 2.365 1.684  0.31
H: -16.913 1.892 1.543  0.35
C: -8.730 -5.637 -7.185  -0.81
O: -9.475 -4.707 -6.294  -0.32
C: -9.345 -3.314 -6.585  0.94
C: -10.387 -2.993 -7.651  -0.54
N: -11.729 -3.746 -7.438  0.23
H: -11.373 -4.686 -7.530  0.44
H: -12.017 -3.600 -6.481  0.15
C: -12.813 -3.534 -8.507  -0.91
C: -13.161 -2.039 -8.787  0.55
O: -12.822 -1.209 -7.689  -0.06
C: -13.949 -1.265 -6.708  -0.33
H: -7.669 -5.535 -6.957  0.30
H: -8.878 -5.368 -8.231  0.33
H: -9.018 -6.687 -7.126  0.26
H: -8.361 -3.037 -6.963  0.02
H: -9.650 -2.700 -5.737  -0.41
H: -10.126 -3.329 -8.654  0.29
H: -10.648 -1.941 -7.532  0.08
H: -13.625 -4.058 -8.002  0.46
H: -12.615 -4.051 -9.446  0.46
H: -14.187 -1.900 -9.126  0.65
H: -12.524 -1.640 -9.576  -0.90
H: -13.553 -0.689 -5.871  -0.35
H: -14.262 -2.233 -6.316  0.38
H: -14.807 -0.793 -7.184  0.43
C: -7.269 -5.935 -1.544  -0.58
O: -8.371 -5.187 -2.051  -0.29
C: -8.221 -4.724 -3.387  0.00
C: -7.431 -3.447 -3.323  0.13
N: -8.207 -2.207 -2.778  2.10
H: -7.569 -1.433 -2.892  -0.88
H: -8.993 -2.037 -3.389  -0.58
C: -8.815 -2.524 -1.344  -0.57
C: -9.449 -1.230 -0.694  -1.08
O: -8.576 -0.133 -0.670  -0.13
C: -9.138 1.215 -0.836  -0.28
H: -6.502 -5.204 -1.289  0.12
H: -6.918 -6.545 -2.376  0.30
H: -7.369 -6.491 -0.612  0.29
H: -9.226 -4.503 -3.747  -0.51
H: -7.862 -5.539 -4.016  0.57
H: -7.107 -3.067 -4.292  -0.29
H: -6.491 -3.541 -2.781  0.21
H: -7.950 -2.768 -0.728  0.43
H: -9.491 -3.378 -1.394  0.81
H: -9.637 -1.433 0.360  0.54
H: -10.347 -0.973 -1.256  -0.01
H: -9.811 1.502 -0.028  0.59
H: -9.667 1.429 -1.765  -0.36
H: -8.273 1.878 -0.857  0.14
C: -11.457 3.258 -8.159  -0.75
O: -10.643 2.096 -7.875  0.08
C: -9.240 2.096 -8.026  0.96
C: -8.864 2.021 -9.500  -1.51
N: -9.264 0.681 -10.142  -0.09
H: -8.637 0.486 -10.909  0.47
H: -8.927 -0.084 -9.575  0.30
C: -10.781 0.522 -10.475  0.10
C: -10.939 -0.650 -11.506  -1.12
O: -10.225 -1.841 -10.986  -0.22
C: -10.408 -2.998 -11.769  -0.77
H: -12.471 2.970 -7.881  -0.17
H: -11.263 3.497 -9.204  0.57
H: -11.142 4.084 -7.521  0.18
H: -8.884 1.162 -7.590  -0.20
H: -8.900 3.009 -7.537  -0.24
H: -7.784 2.145 -9.570  0.56
H: -9.361 2.789 -10.093  0.33
H: -11.118 1.452 -10.933  0.37
H: -11.361 0.413 -9.558  0.06
H: -10.467 -0.441 -12.466  0.61
H: -12.006 -0.791 -11.678  0.39
H: -11.390 -3.381 -11.492  0.25
H: -9.666 -3.741 -11.477  0.21
H: -10.279 -2.779 -12.829  0.42
C: -6.710 5.115 -6.399  -1.01
O: -8.173 5.261 -6.397  -0.29
C: -8.734 5.886 -5.228  -0.52
C: -10.212 6.253 -5.417  -0.62
N: -10.358 7.217 -6.542  -0.02
H: -9.646 7.934 -6.559  0.38
H: -10.302 6.636 -7.365  0.41
C: -11.785 7.912 -6.679  -0.77
C: -13.064 7.090 -6.675  -0.49
O: -13.143 5.918 -7.461  -0.22
C: -14.448 5.373 -7.735  -0.68
H: -6.325 6.133 -6.356  0.48
H: -6.366 4.669 -7.332  0.31
H: -6.277 4.596 -5.543  0.37
H: -8.054 6.687 -4.938  0.68
H: -8.710 5.187 -4.392  0.12
H: -10.495 6.802 -4.519  0.54
H: -10.988 5.502 -5.570  -0.08
H: -11.744 8.439 -7.632  0.41
H: -11.845 8.478 -5.749  0.42
H: -13.895 7.750 -6.927  0.59
H: -13.282 6.857 -5.632  0.26
H: -14.381 4.979 -8.749  0.29
H: -15.325 6.021 -7.737  0.48
H: -14.678 4.546 -7.064  0.01
C: -5.820 -1.652 1.022  -0.82
O: -5.817 -1.986 -0.317  -0.17
C: -4.587 -1.765 -0.940  -0.57
C: -4.258 -0.273 -1.241  -0.47
N: -5.616 0.490 -1.560  2.37
H: -5.949 0.208 -2.471  -1.24
H: -6.357 0.261 -0.913  0.06
C: -5.402 2.000 -1.555  -0.13
C: -5.099 2.571 -0.168  -0.94
O: -6.226 2.222 0.698  -0.09
C: -6.190 2.761 2.011  -0.94
H: -6.840 -1.655 1.408  0.23
H: -5.493 -0.639 1.253  0.21
H: -5.169 -2.289 1.621  0.36
H: -4.383 -2.284 -1.877  0.06
H: -3.746 -2.229 -0.425  0.58
H: -3.682 -0.137 -2.156  -0.10
H: -3.766 0.160 -0.370  0.63
H: -6.307 2.407 -2.007  0.27
H: -4.559 2.249 -2.200  0.00
H: -5.131 3.660 -0.212  0.58
H: -4.148 2.089 0.057  0.42
H: -6.074 3.841 2.108  0.29
H: -5.279 2.393 2.483  0.35
H: -7.007 2.293 2.560  0.28
C: -1.341 -2.564 -8.952  -0.88
O: -2.306 -2.109 -8.006  -0.24
C: -3.656 -2.690 -7.933  -0.89
C: -4.480 -1.876 -6.893  0.35
N: -4.011 -2.013 -5.439  0.68
H: -4.601 -1.370 -4.930  -0.93
H: -4.317 -2.904 -5.075  0.50
C: -2.526 -1.773 -5.095  -0.88
C: -2.066 -0.353 -5.317  -0.66
O: -2.775 0.473 -4.444  -0.13
C: -2.657 1.842 -4.852  -0.83
H: -0.487 -1.888 -8.979  0.30
H: -1.698 -2.313 -9.951  0.34
H: -0.949 -3.580 -8.895  0.33
H: -3.656 -3.725 -7.593  0.40
H: -4.144 -2.701 -8.908  0.50
H: -5.517 -2.194 -6.784  -0.09
H: -4.510 -0.799 -7.054  0.09
H: -2.065 -2.590 -5.650  0.45
H: -2.478 -2.008 -4.032  0.50
H: -2.262 -0.157 -6.371  0.52
H: -1.040 -0.294 -4.954  0.52
H: -1.612 2.128 -4.979  0.39
H: -3.310 2.422 -4.200  0.15
H: -2.996 1.994 -5.877  0.30
As: -11.171 4.448 -1.731  1.93
F: -10.268 5.946 -2.062  -0.50
F: -9.798 3.500 -2.429  -0.37
F: -12.080 2.958 -1.292  -0.55
F: -12.528 5.405 -0.965  -0.53
F: -11.993 4.604 -3.264  -0.50
F: -10.387 4.280 -0.124  -0.51
C: -13.408 -2.192 -2.489  0.57
F: -12.851 -1.406 -1.581  -0.22
F: -14.126 -3.076 -1.765  -0.22
F: -14.190 -1.460 -3.333  -0.20
S: -11.940 -3.057 -3.496  1.12
O: -10.968 -2.000 -3.739  -0.71
O: -11.420 -4.179 -2.640  -0.74
O: -12.551 -3.591 -4.725  -0.91



Record 2
Molecular formula: C46H126N6O17
Method: DFT, ωB97M-V/def2-TZVPD

For the frontier orbital gap, the calculation gives 8.7419 eV. As for the calculated total energy: -93479.3876 eV. The value obtained for the HOMO energy is -8.34 eV. The value obtained for the LUMO energy is 0.4032 eV.

Last column: Mulliken charge in e.
Element x y z (Å)
C: 18.896 -0.511 13.597  -1.18
C: 17.653 -0.147 12.676  1.32
C: 16.255 -0.806 13.079  -0.79
O: 15.228 -0.454 12.226  -0.28
C: 13.895 -0.955 12.718  -0.72
N: 17.472 1.285 12.766  -0.88
H: 19.425 -1.381 13.206  0.04
H: 18.493 -1.007 14.480  0.36
H: 19.691 0.234 13.591  0.36
H: 17.799 -0.315 11.608  -0.05
H: 15.962 -0.458 14.070  0.61
H: 16.384 -1.888 13.088  0.10
H: 13.480 -0.373 13.541  0.37
H: 13.904 -1.986 13.072  0.08
H: 13.112 -1.031 11.962  0.33
H: 16.607 1.585 12.340  0.36
H: 18.076 1.622 12.031  0.06
C: 19.106 -7.352 8.452  -1.67
C: 18.433 -7.938 9.704  2.66
C: 16.994 -8.497 9.564  -1.57
O: 16.031 -7.448 9.352  0.07
C: 14.815 -7.825 8.724  -0.94
N: 19.245 -9.052 10.192  -0.86
H: 18.463 -6.861 7.721  0.11
H: 19.598 -8.100 7.830  0.63
H: 19.843 -6.635 8.813  0.16
H: 18.427 -7.131 10.437  -0.79
H: 16.721 -9.093 10.435  0.22
H: 17.005 -9.265 8.791  0.41
H: 14.304 -8.583 9.318  0.38
H: 14.962 -8.100 7.679  0.28
H: 14.106 -6.998 8.755  0.17
H: 18.898 -9.299 11.107  0.26
H: 20.177 -8.757 10.447  0.33
C: 21.787 -4.673 6.651  -1.14
C: 22.825 -5.570 7.285  1.13
C: 23.869 -6.123 6.301  -0.86
O: 23.304 -6.865 5.204  -0.28
C: 24.256 -7.762 4.565  -0.84
N: 23.423 -4.681 8.238  -0.68
H: 21.342 -5.158 5.782  0.37
H: 22.231 -3.755 6.266  0.35
H: 20.980 -4.450 7.350  -0.13
H: 22.285 -6.379 7.779  -0.01
H: 24.507 -6.817 6.848  0.41
H: 24.376 -5.226 5.946  0.29
H: 23.947 -8.064 3.565  0.25
H: 24.521 -8.564 5.254  0.32
H: 25.206 -7.249 4.418  0.34
H: 24.032 -5.120 8.913  0.31
H: 22.708 -4.177 8.742  0.18
C: 19.920 3.061 9.005  -1.14
C: 19.677 3.158 10.423  -0.02
O: 18.296 3.161 10.866  -0.50
H: 19.322 3.793 8.462  0.32
H: 19.644 2.167 8.446  0.18
H: 20.916 3.232 8.597  0.42
H: 20.143 4.043 10.856  0.34
H: 20.251 2.349 10.873  0.15
H: 18.027 4.080 10.933  0.25
C: 16.131 -9.614 14.485  -1.13
C: 16.432 -8.637 13.335  0.63
O: 17.793 -8.470 13.147  -0.43
H: 16.426 -9.075 15.385  0.17
H: 16.741 -10.514 14.401  0.36
H: 15.112 -9.974 14.627  0.20
H: 15.911 -7.684 13.421  -0.35
H: 16.045 -8.962 12.369  0.25
H: 18.143 -8.290 14.023  0.26
C: 22.072 -2.532 11.631  -0.76
C: 21.547 -1.848 10.383  -0.30
O: 21.405 -2.745 9.292  -0.30
H: 22.334 -1.802 12.397  0.40
H: 22.917 -3.177 11.389  0.39
H: 21.234 -3.167 11.919  -0.24
H: 22.152 -1.024 10.006  0.43
H: 20.558 -1.410 10.517  0.20
H: 21.518 -2.241 8.483  0.20
C: 20.161 -5.942 12.616  -0.73
C: 19.988 -5.325 13.974  0.32
O: 20.733 -5.956 14.868  -0.58
H: 19.205 -5.674 12.166  -0.09
H: 20.300 -7.023 12.618  0.34
H: 20.938 -5.602 11.931  0.51
H: 18.953 -5.507 14.266  -0.39
H: 20.199 -4.256 13.941  0.25
H: 21.666 -5.821 14.687  0.34
C: 15.276 -4.665 3.419  -1.38
C: 15.804 -5.122 4.782  0.63
O: 16.217 -6.531 4.604  -0.57
H: 16.022 -4.634 2.624  0.30
H: 14.626 -3.794 3.344  0.37
H: 14.624 -5.473 3.086  0.41
H: 14.925 -4.997 5.415  0.04
H: 16.623 -4.441 5.014  -0.12
H: 17.175 -6.593 4.607  0.31
C: 13.036 -3.091 9.186  -0.53
C: 12.704 -3.487 7.716  -0.19
O: 11.690 -4.488 7.648  -0.54
H: 12.069 -3.109 9.689  0.36
H: 13.392 -2.065 9.277  0.31
H: 13.740 -3.798 9.626  -0.11
H: 13.647 -3.846 7.304  -0.15
H: 12.352 -2.675 7.079  0.58
H: 11.024 -4.220 7.010  0.30
C: 12.258 -5.430 12.346  -1.49
C: 13.715 -5.729 12.283  1.03
O: 14.397 -4.441 11.968  0.08
H: 12.050 -4.726 13.152  0.34
H: 11.610 -6.306 12.348  0.40
H: 11.890 -4.948 11.440  0.19
H: 13.946 -6.336 11.407  -0.23
H: 14.133 -6.125 13.208  -0.13
H: 15.327 -4.668 11.887  -0.17
C: 17.558 -2.681 9.149  -0.57
C: 17.849 -4.115 9.573  0.11
O: 16.940 -4.676 10.445  0.71
H: 18.370 -2.361 8.496  0.27
H: 17.605 -1.894 9.902  -0.40
H: 16.617 -2.633 8.601  0.28
H: 18.803 -4.190 10.095  -0.04
H: 17.914 -4.771 8.704  -0.28
H: 16.608 -5.514 10.115  -0.11
C: 12.737 -10.329 16.397  -0.81
O: 13.449 -9.648 17.414  -0.32
C: 12.802 -8.505 17.856  -0.54
C: 13.551 -7.594 18.894  -0.90
N: 14.508 -6.714 18.220  -0.41
C: 15.342 -7.276 17.271  -0.65
C: 16.176 -6.295 16.505  -0.40
O: 15.213 -5.683 15.627  -0.22
C: 15.769 -4.486 14.992  -0.42
H: 13.436 -10.937 15.822  0.24
H: 12.349 -9.640 15.647  0.34
H: 11.947 -10.975 16.779  0.34
H: 11.949 -8.938 18.378  0.58
H: 12.207 -7.889 17.181  0.34
H: 14.146 -8.147 19.621  0.33
H: 12.785 -6.961 19.341  0.38
H: 14.015 -5.945 17.790  0.32
H: 14.771 -7.793 16.500  0.33
H: 15.999 -7.955 17.815  0.27
H: 17.030 -6.771 16.023  0.16
H: 16.588 -5.552 17.188  0.62
H: 15.246 -3.717 14.424  -0.15
H: 16.529 -4.730 14.249  0.04
H: 16.204 -3.918 15.814  0.58
C: 17.323 2.641 0.980  -0.87
O: 17.602 2.118 2.319  -0.20
C: 18.807 1.413 2.291  -0.78
C: 19.024 0.477 3.532  -0.49
N: 17.922 -0.471 3.851  -0.34
C: 18.360 -1.226 5.072  -0.48
C: 19.073 -2.569 4.740  -0.42
O: 20.390 -2.459 4.404  -0.35
C: 20.823 -3.496 3.513  -1.01
H: 16.444 3.275 1.093  0.20
H: 17.161 1.923 0.175  0.37
H: 18.058 3.212 0.412  0.37
H: 19.633 2.079 2.044  0.39
H: 18.803 0.700 1.466  0.40
H: 19.224 1.103 4.401  0.24
H: 19.996 0.018 3.351  0.31
H: 17.048 0.012 4.007  0.26
H: 17.406 -1.503 5.520  0.47
H: 18.895 -0.720 5.875  0.16
H: 18.492 -3.233 4.101  0.51
H: 19.121 -3.133 5.671  0.18
H: 20.533 -4.523 3.733  0.35
H: 21.902 -3.649 3.539  0.38
H: 20.506 -3.329 2.484  0.38
C: 12.405 7.701 2.275  -0.77
O: 13.576 6.889 2.413  -0.33
C: 14.169 6.825 3.660  -0.80
C: 14.898 5.417 3.814  -0.01
N: 13.880 4.613 4.495  -0.39
C: 14.342 3.301 4.900  -0.69
C: 15.443 3.264 5.968  -0.50
O: 15.356 2.198 6.868  -0.34
C: 16.515 2.165 7.722  -0.71
H: 12.438 8.636 2.835  0.34
H: 11.445 7.204 2.413  0.27
H: 12.415 8.089 1.256  0.26
H: 13.485 7.065 4.474  0.40
H: 14.760 7.735 3.559  0.42
H: 15.823 5.576 4.368  0.43
H: 15.258 4.980 2.883  -0.09
H: 13.157 4.416 3.818  0.26
H: 14.554 2.799 3.956  0.34
H: 13.439 2.840 5.299  0.34
H: 15.454 4.156 6.593  0.39
H: 16.372 3.260 5.397  0.31
H: 17.393 1.838 7.164  0.20
H: 16.400 1.371 8.459  0.36
H: 16.725 3.095 8.251  0.32